{
  "formula": "C17H20N6O4S",
  "method": "ωB97M-V/def2-TZVPD",
  "species": ["C", "C", "C", "O", "N", "C", "C", "C", "N", "C", "N", "N", "C", "C", "C", "C", "S", "N", "O", "O", "C", "C", "N", "C", "C", "O", "C", "C", "H", "H", "H", "H", "H", "H", "H", "H", "H", "H", "H", "H", "H", "H", "H", "H", "H", "H", "H", "H"],
  "xyz": [[-3.4105, -0.9967, -1.5122], [-2.6082, -0.1501, -0.5380], [-1.3784, 0.4804, -1.1935], [-0.6449, -0.2004, -1.9184], [-1.2766, 1.8477, -1.2563], [-0.2091, 2.6406, -1.7583], [-0.3703, 3.8465, -2.4285], [-1.5532, 4.5667, -2.7484], [-2.5235, 5.1708, -3.0008], [0.9417, 4.2963, -2.7863], [1.8503, 3.4625, -2.3753], [1.1855, 2.4581, -1.7048], [1.8603, 1.5147, -0.9169], [1.4190, 1.1998, 0.3728], [2.0115, 0.1636, 1.1109], [3.0809, -0.5355, 0.5768], [3.7584, -1.8741, 1.5351], [2.8071, -3.1307, 1.1401], [5.0528, -2.3467, 1.0718], [3.5865, -1.7822, 2.9833], [3.6167, -0.1541, -0.6932], [2.9855, 0.8462, -1.4294], [-2.2858, -0.9307, 0.6953], [-1.2872, -2.0023, 0.5196], [-1.0240, -2.7831, 1.8177], [-0.7139, -1.8798, 2.8720], [-1.7651, -0.9705, 3.1322], [-2.0315, -0.0847, 1.8895], [-4.3295, -1.3720, -1.0483], [-2.8222, -1.8753, -1.7980], [-3.6728, -0.4074, -2.4156], [-3.2701, 0.6697, -0.2551], [-2.1422, 2.3353, -1.0420], [1.2144, 5.1644, -3.3659], [0.5427, 1.6897, 0.7722], [1.5923, -0.1469, 2.0687], [2.9102, -3.7521, 1.9338], [3.2972, -3.5505, 0.3332], [4.4258, -0.7146, -1.1434], [3.4382, 1.1275, -2.3319], [-1.5547, -2.7261, -0.3068], [-0.3438, -1.5591, 0.2791], [-0.1895, -3.4748, 1.7055], [-1.9508, -3.3603, 2.0402], [-2.7134, -1.4896, 3.3431], [-1.4944, -0.3600, 3.9848], [-2.8524, 0.6106, 2.0682], [-1.1595, 0.5192, 1.7213]],
  "forces_ev_per_angstrom": [[0.2, -0.2, -0.6], [-0.1, -0.1, 1.4], [0.8, -1.8, -3.4], [-0.2, 0.6, 1.7], [0.5, 1.1, 1.0], [0.5, 0.4, -0.4], [0.4, 0.3, -0.3], [-2.1, 0.8, -0.4], [1.9, -1.2, 0.5], [-0.6, -0.6, 0.2], [0.1, -0.8, 0.7], [-2.3, 0.6, -0.2], [1.0, -1.1, 0.6], [0.0, -0.4, -0.4], [-0.3, 0.1, -0.3], [0.7, 0.8, -0.8], [1.6, -2.0, 2.0], [-0.9, -0.8, -1.3], [-0.1, 2.0, -0.4], [-0.2, 1.3, -1.6], [-1.0, -0.4, 0.9], [-0.1, -0.4, 1.7], [-0.8, 0.2, 0.1], [0.0, -0.5, -0.1], [-1.5, 0.4, -0.3], [0.0, -0.2, 0.2], [-0.7, 0.1, -1.3], [0.3, -1.1, -0.3], [0.2, 0.3, 0.1], [-0.1, 0.3, -0.3], [0.2, -0.4, 0.4], [0.0, 0.1, 0.5], [0.5, 0.3, 0.1], [-0.1, 0.0, 0.1], [0.1, 0.2, 0.1], [0.1, 0.2, -0.2], [-0.2, -0.2, 0.1], [-0.7, 0.0, 0.5], [0.2, 0.1, 0.2], [0.2, 0.4, -1.3], [0.1, 0.9, 0.9], [0.9, 0.3, -0.6], [0.0, 0.2, 0.0], [0.5, 0.2, 0.3], [0.2, -0.2, 0.2], [0.2, 0.0, 0.1], [-0.3, -0.2, -0.1], [0.8, 0.6, 0.0]],
  "lowdin_charge": [-0.037, -0.290, -0.400, 0.086, 0.171, -0.117, -0.167, -0.182, 0.147, -0.082, 0.116, -0.013, -0.177, 0.004, -0.044, -0.266, 0.615, -0.080, -0.323, -0.308, -0.011, 0.018, -0.095, -0.146, -0.178, -0.139, -0.179, -0.136, 0.090, 0.073, 0.099, 0.133, 0.154, 0.123, 0.107, 0.120, 0.074, 0.086, 0.116, 0.102, 0.142, 0.092, 0.114, 0.128, 0.125, 0.122, 0.123, 0.087],
  "charge": 0,
  "e_homo_ev": -8.989,
  "orbital_gap_ev": 8.5274,
  "smiles": "C[C@H](C(=O)Nc1c(C#N)cnn1-c1ccc(S(N)(=O)=O)cc1)N1CCOCC1",
  "relative_energy_kj_mol": 161.52,
  "e_lumo_ev": -0.5
}


{
  "formula": "C17H20NO5P",
  "method": "ωB97M-V/def2-TZVPD",
  "species": ["C", "C", "O", "C", "O", "C", "C", "C", "C", "N", "P", "C", "O", "O", "C", "C", "C", "C", "O", "C", "C", "C", "C", "C", "H", "H", "H", "H", "H", "H", "H", "H", "H", "H", "H", "H", "H", "H", "H", "H", "H", "H", "H", "H"],
  "xyz": [[2.9091, -0.0400, 7.3027], [3.1600, -1.3118, 6.5045], [2.5595, -1.2458, 5.2133], [3.2507, -0.6046, 4.2568], [4.3441, -0.1210, 4.4372], [2.5327, -0.5738, 2.9665], [3.1483, 0.0441, 1.8787], [2.5204, 0.0923, 0.6542], [1.2559, -0.4773, 0.4909], [0.6264, -0.4142, -0.7392], [-0.7524, -1.2886, -1.1962], [-0.2149, -3.0176, -1.4458], [-1.9281, -1.0871, -0.3532], [-0.9068, -0.8269, -2.7318], [-1.6909, 0.2555, -3.0905], [-1.8107, 1.3783, -2.2851], [-2.5745, 2.4456, -2.7066], [-3.2263, 2.4134, -3.9407], [-3.9485, 3.5211, -4.2607], [-4.6452, 3.5410, -5.4833], [-3.0981, 1.2847, -4.7437], [-2.3360, 0.2111, -4.3149], [0.6370, -1.0924, 1.5784], [1.2678, -1.1374, 2.8025], [1.8414, 0.1527, 7.3772], [3.3229, -0.1480, 8.3012], [3.3872, 0.8039, 6.8116], [4.2365, -1.4770, 6.3878], [2.7003, -2.1771, 6.9873], [4.1264, 0.4792, 2.0175], [3.0023, 0.5711, -0.1867], [1.2026, -0.0830, -1.5004], [0.2050, -3.3896, -0.5147], [0.5252, -3.0801, -2.2369], [-1.0868, -3.6105, -1.7060], [-1.3113, 1.3982, -1.3282], [-2.6843, 3.3237, -2.0910], [-3.9638, 3.4601, -6.3364], [-5.3902, 2.7407, -5.5347], [-5.1505, 4.5049, -5.5177], [-3.5886, 1.2221, -5.7017], [-2.2385, -0.6687, -4.9319], [-0.3451, -1.5175, 1.4474], [0.7865, -1.6127, 3.6423]],
  "forces_ev_per_angstrom": [[0.0, -0.2, -0.3], [0.4, 0.1, 0.5], [-0.3, 0.0, -0.2], [0.3, 0.1, 0.1], [-0.1, 0.0, 0.0], [-0.2, 0.0, -0.2], [-0.1, -0.1, 0.2], [-0.1, 0.0, -0.1], [0.2, 0.0, 0.5], [-0.5, -0.2, -0.8], [0.7, -0.7, -0.7], [-0.4, 0.8, 0.3], [0.0, -0.1, 0.3], [0.3, -0.3, 0.3], [-0.4, 0.4, -0.4], [0.1, -0.1, 0.0], [-0.1, 0.0, -0.2], [0.1, -0.1, 0.1], [0.1, 0.0, 0.2], [-0.1, 0.0, -0.2], [-0.2, 0.3, 0.0], [0.3, -0.2, 0.3], [0.0, 0.0, -0.1], [0.3, 0.1, 0.1], [-0.1, 0.0, 0.1], [0.0, 0.0, 0.1], [0.0, 0.1, 0.0], [-0.2, -0.1, 0.0], [0.1, 0.1, -0.1], [0.1, 0.0, 0.0], [0.0, 0.1, -0.1], [-0.1, 0.0, 0.0], [0.1, 0.0, 0.1], [0.1, 0.1, -0.1], [-0.1, -0.1, 0.0], [0.0, 0.1, 0.1], [0.0, 0.1, 0.1], [0.0, 0.0, 0.0], [0.0, 0.0, 0.0], [0.0, -0.1, 0.0], [-0.1, 0.0, -0.1], [0.0, -0.1, -0.1], [-0.2, 0.0, 0.1], [-0.1, 0.0, 0.0]],
  "lowdin_charge": [-0.062, -0.218, -0.015, -0.453, 0.105, -0.133, -0.007, -0.017, -0.293, -0.023, 0.515, -0.118, -0.255, -0.146, -0.302, -0.019, 0.013, -0.280, -0.085, -0.091, -0.017, -0.003, -0.023, 0.001, 0.078, 0.076, 0.075, 0.121, 0.123, 0.121, 0.111, 0.120, 0.049, 0.052, 0.055, 0.105, 0.122, 0.095, 0.096, 0.093, 0.103, 0.120, 0.094, 0.120],
  "charge": 0,
  "e_homo_ev": -8.389,
  "orbital_gap_ev": 9.0431,
  "smiles": "CCOC(=O)c1ccc(N[P@@](C)(=O)Oc2ccc(OC)cc2)cc1",
  "relative_energy_kj_mol": 13.22,
  "e_lumo_ev": 0.7
}


{
  "formula": "C17H21AsBClN8O6S2Zr",
  "method": "ωB97M-V/def2-TZVPD",
  "species": ["Zr", "C", "C", "N", "N", "C", "B", "N", "C", "C", "C", "N", "N", "C", "C", "C", "N", "H", "H", "H", "H", "H", "H", "H", "H", "H", "H", "O", "As", "O", "O", "C", "C", "C", "C", "C", "C", "S", "O", "O", "O", "H", "H", "H", "H", "H", "C", "N", "C", "N", "S", "H", "H", "H", "H", "H", "H", "Cl"],
  "xyz": [[-0.6146, -0.8710, -0.2417], [-1.5142, 1.6958, 3.4974], [-1.3747, 1.4787, 2.1288], [-0.8863, 0.2486, 1.9152], [-0.7082, -0.3246, 3.1341], [-1.0691, 0.5286, 4.0886], [0.0853, -1.6314, 3.1949], [1.3906, -1.4334, 2.4573], [2.6347, -1.5294, 2.9387], [3.5113, -1.3881, 1.9112], [2.7199, -1.2814, 0.7762], [1.4230, -1.2704, 1.0987], [-0.7090, -2.7512, 2.3813], [-1.2034, -3.9239, 2.8188], [-1.7964, -4.6014, 1.7608], [-1.6079, -3.7524, 0.6834], [-0.9173, -2.6628, 1.0433], [-1.9754, 2.5625, 3.9958], [-1.6843, 2.0823, 1.3043], [-0.9222, 0.2233, 5.1156], [0.2530, -1.9995, 4.3286], [2.7700, -1.6787, 3.9932], [4.5983, -1.3642, 1.9260], [3.0485, -1.1973, -0.2330], [-1.0569, -4.1908, 3.8901], [-2.2485, -5.5842, 1.7516], [-1.9900, -3.8089, -0.3171], [2.3504, 0.7936, -3.7694], [2.2755, 0.5506, -2.0315], [3.6805, -0.1628, -1.6284], [1.0120, -0.4148, -1.4374], [2.0577, 2.2096, -1.1173], [3.1616, 2.7312, -0.4524], [2.9550, 3.8431, 0.3181], [1.7092, 4.3708, 0.5507], [0.6083, 3.8728, -0.0801], [0.8121, 2.8013, -0.9101], [-0.6124, 2.1595, -1.7214], [-1.6299, 3.1566, -1.7968], [-0.1500, 1.6424, -2.9950], [-1.1813, 1.0427, -0.8363], [1.6988, 1.4152, -4.1179], [4.1180, 2.2371, -0.6346], [3.7905, 4.3135, 0.8371], [1.6403, 5.1572, 1.2532], [-0.4270, 4.2084, 0.0522], [-3.3907, 0.2911, -3.8458], [-2.8958, -0.9319, -3.1731], [-1.6656, -1.3938, -3.3870], [-0.9758, -1.0367, -4.4477], [-0.9162, -2.5615, -2.2753], [-4.4536, 0.3287, -3.6622], [-3.2143, 0.1954, -4.9182], [-2.8967, 1.1996, -3.4585], [-3.2612, -1.2269, -2.2678], [-1.2003, -0.1541, -4.8691], [-0.0123, -1.3576, -4.4866], [-3.1430, -0.8554, -0.0333]],
  "forces_ev_per_angstrom": [[1.6, 0.8, 0.6], [-0.6, 0.8, 0.5], [-0.1, -0.9, 0.4], [-0.1, 0.1, -0.4], [0.1, 0.2, -1.0], [0.2, -0.1, 0.4], [-0.5, -0.8, -0.3], [-0.1, -0.2, -0.4], [-0.6, 0.2, 0.7], [1.2, -0.2, -0.5], [-0.5, 0.1, 0.1], [-0.1, 0.0, 0.5], [0.3, -0.3, 0.2], [0.4, 0.2, 1.1], [0.2, 0.0, 0.2], [0.0, 0.1, 0.0], [-0.7, -0.6, 0.5], [0.5, -0.6, -0.4], [0.0, 0.2, -0.3], [-0.2, 0.2, 0.0], [-0.1, 0.1, -0.1], [0.1, 0.0, 0.1], [-0.4, -0.1, 0.1], [0.1, 0.1, -0.4], [-0.3, 0.2, -1.2], [0.0, 0.3, 0.1], [0.1, -0.2, -0.1], [-0.2, -0.2, 0.1], [1.0, -0.5, -0.1], [0.2, 0.5, -0.5], [-1.0, -0.1, -0.1], [-0.5, 0.3, 0.3], [-0.1, -0.7, -1.2], [1.3, 0.5, 1.0], [0.2, 0.3, 0.2], [-1.1, -0.3, 0.0], [-0.2, -0.8, -0.6], [-1.0, -0.6, -0.3], [-0.1, 0.7, 0.1], [0.0, -0.2, 0.0], [0.8, 0.7, -0.5], [-0.2, 0.0, 0.3], [-0.1, 0.3, 0.3], [-0.1, -0.2, -0.2], [-0.2, 0.8, 0.5], [0.6, 0.2, 0.1], [0.3, -0.6, 0.5], [1.1, 0.3, -0.3], [-0.4, -0.9, 1.3], [0.7, 0.2, -0.3], [-0.8, 0.3, -0.7], [-0.2, 0.2, 0.0], [-0.2, 0.1, 0.0], [-0.2, -0.4, -0.1], [-0.3, 0.4, 0.0], [0.1, 0.1, -0.3], [-0.3, 0.3, 0.0], [0.0, -0.2, -0.1]],
  "lowdin_charge": [1.459, -0.047, -0.133, -0.056, -0.025, -0.070, -0.499, -0.035, -0.076, -0.044, -0.123, -0.024, -0.008, -0.060, -0.039, -0.200, -0.168, 0.108, 0.096, 0.126, 0.120, 0.122, 0.108, 0.048, 0.139, 0.101, 0.038, -0.224, 0.924, -0.434, -0.639, -0.225, -0.056, -0.067, -0.061, -0.052, -0.278, 0.517, -0.269, -0.343, -0.585, 0.032, 0.118, 0.118, 0.104, 0.128, -0.022, -0.033, -0.791, 0.145, 0.618, 0.090, 0.086, 0.084, 0.005, 0.099, 0.113, 0.041],
  "charge": 0,
  "e_homo_ev": -9.147,
  "orbital_gap_ev": 8.9993,
  "relative_energy_kj_mol": 86.11,
  "e_lumo_ev": -0.1
}